C50H33AsCl4FeN7O as an isolated structure at a distorted geometry, computed with wB97M-V/def2-TZVPD.

Properties
Total charge: -1
Electronic energy in eV: -210181.5095
Kohn-Sham gap in eV: 5.6

Element x y z (Å)
Fe1 0.0981 0.6406 0.0985
Cl1 -6.4116 -0.8264 6.7470
C1 -5.2266 -0.4973 5.5152
C2 -5.2998 0.6785 4.7896
C3 -4.3427 0.9392 3.8205
C4 -3.3163 0.0342 3.5575
C5 -3.2773 -1.1488 4.2988
C6 -4.2182 -1.4167 5.2788
C7 -2.2974 0.2933 2.5052
C8 -0.9509 0.3854 2.9087
C9 -0.5311 0.2973 4.2777
C10 0.8243 0.3135 4.2712
C11 1.2294 0.4318 2.9001
C12 2.5682 0.3205 2.4862
C13 3.6107 0.2537 3.5372
C14 3.7581 1.2749 4.4772
C15 4.7293 1.2142 5.4629
C16 5.5745 0.1193 5.5179
Cl2 6.8000 0.0346 6.7479
C17 5.4517 -0.9138 4.6040
C18 4.4733 -0.8417 3.6262
C19 2.9632 0.1973 1.1514
N1 2.1242 0.1471 0.0851
C20 2.9048 0.0987 -1.0262
C21 2.4489 0.1481 -2.3375
C22 3.4536 -0.0387 -3.4238
C23 4.1833 1.0396 -3.9155
C24 5.1302 0.8615 -4.9130
C25 5.3435 -0.4089 -5.4206
Cl3 6.5406 -0.6434 -6.6607
C26 4.6271 -1.4978 -4.9529
C27 3.6847 -1.3043 -3.9537
C28 1.1266 0.3733 -2.7238
C29 0.7233 0.5028 -4.0943
C30 -0.6195 0.6862 -4.0880
C31 -1.0291 0.6502 -2.7150
N2 0.0491 0.4901 -1.8931
C32 -2.3666 0.6247 -2.3126
C33 -2.7668 0.5038 -0.9884
C34 -4.1363 0.3391 -0.5719
C35 -4.1207 0.2298 0.7719
C36 -2.7395 0.3551 1.1847
N3 -1.9428 0.4973 0.0929
C37 -3.4170 0.6369 -3.3702
C38 -4.0455 1.8198 -3.7469
C39 -5.0173 1.8226 -4.7370
C40 -5.3668 0.6299 -5.3469
Cl4 -6.5787 0.6285 -6.5970
C41 -4.7699 -0.5637 -4.9776
C42 -3.7964 -0.5500 -3.9906
C43 4.2967 0.0624 -0.6519
C44 4.3349 0.1513 0.6951
N4 0.1345 0.5144 2.0924
H1 -6.0954 1.3852 4.9828
H2 -4.3794 1.8709 3.2702
H3 -2.4978 -1.8712 4.0929
H4 -4.1714 -2.3308 5.8552
H5 -1.1817 0.2333 5.1325
H6 1.4780 0.2171 5.1211
H7 3.1120 2.1414 4.4164
H8 4.8337 2.0158 6.1817
H9 6.1102 -1.7701 4.6603
H10 4.3642 -1.6570 2.9230
H11 3.9968 2.0238 -3.5034
H12 5.6942 1.7014 -5.2950
H13 4.8057 -2.4807 -5.3671
H14 3.1216 -2.1485 -3.5748
H15 1.3825 0.4602 -4.9461
H16 -1.2773 0.8453 -4.9270
H17 -4.9816 0.3135 -1.2405
H18 -4.9613 0.0752 1.4267
H19 -3.7780 2.7416 -3.2459
H20 -5.5012 2.7444 -5.0296
H21 -5.0657 -1.4893 -5.4523
H22 -3.3228 -1.4790 -3.6954
H23 5.1267 0.0315 -1.3398
H24 5.2073 0.2011 1.3246
O1 1.0368 2.5409 0.0495
N5 -0.2252 2.6540 0.0306
C45 -0.7948 3.4374 -0.8893
C46 -0.0565 4.1346 -1.8863
N6 0.5415 4.7110 -2.6874
C47 -2.1897 3.6710 -0.8497
N7 -3.3162 3.9279 -0.8622
C48 0.9855 -2.8372 -1.1527
As1 -0.0990 -2.0203 0.2609
C49 0.4447 -3.2562 1.7028
C50 -1.8010 -2.8814 -0.2358
H25 0.8461 -3.9189 -1.1862
H26 2.0370 -2.6116 -0.9732
H27 0.7015 -2.4024 -2.1115
H28 0.2309 -4.2858 1.4173
H29 -0.0833 -3.0117 2.6250
H30 1.5138 -3.1393 1.8832
H31 -1.6745 -3.9409 -0.4606
H32 -2.1996 -2.3713 -1.1141
H33 -2.5200 -2.7651 0.5767

Want to see where the charge sits? The Mulliken charges in e are: number 1, Fe, carries -0.64; number 2, Cl, carries -0.24; number 3, C, carries 0.34; number 4, C, carries -0.89; number 5, C, carries -0.13; number 6, C, carries -0.11; number 7, C, carries -0.14; number 8, C, carries -0.96; number 9, C, carries 1.48; number 10, C, carries 0.29; number 11, C, carries -1.91; number 12, C, carries -1.51; number 13, C, carries 0.13; number 14, C, carries 1.53; number 15, C, carries 0.31; number 16, C, carries -0.15; number 17, C, carries -0.92; number 18, C, carries 0.35; number 19, Cl, carries -0.24; number 20, C, carries -0.95; number 21, C, carries -0.15; number 22, C, carries -0.61; number 23, N, carries 0.73; number 24, C, carries -0.05; number 25, C, carries 1.40; number 26, C, carries -1.02; number 27, C, carries 0.35; number 28, C, carries -0.96; number 29, C, carries 0.47; number 30, Cl, carries -0.24; number 31, C, carries -1.01; number 32, C, carries 0.33; number 33, C, carries -0.33; number 34, C, carries -1.75; number 35, C, carries -1.76; number 36, C, carries -0.16; number 37, N, carries 1.91; number 38, C, carries 1.94; number 39, C, carries -0.95; number 40, C, carries -1.85; number 41, C, carries -1.57; number 42, C, carries -0.34; number 43, N, carries 1.49; number 44, C, carries -0.77; number 45, C, carries 0.26; number 46, C, carries -0.98; number 47, C, carries 0.45; number 48, Cl, carries -0.24; number 49, C, carries -0.96; number 50, C, carries 0.36; number 51, C, carries -1.72; number 52, C, carries -1.54; number 53, N, carries 0.86; number 54, H, carries 0.41; number 55, H, carries 0.53; number 56, H, carries 0.51; number 57, H, carries 0.41; number 58, H, carries 0.59; number 59, H, carries 0.52; number 60, H, carries 0.52; number 61, H, carries 0.41; number 62, H, carries 0.40; number 63, H, carries 0.45; number 64, H, carries 0.53; number 65, H, carries 0.41; number 66, H, carries 0.40; number 67, H, carries 0.46; number 68, H, carries 0.55; number 69, H, carries 0.61; number 70, H, carries 0.56; number 71, H, carries 0.57; number 72, H, carries 0.40; number 73, H, carries 0.42; number 74, H, carries 0.39; number 75, H, carries 0.40; number 76, H, carries 0.54; number 77, H, carries 0.64; number 78, O, carries -0.62; number 79, N, carries 0.18; number 80, C, carries 1.05; number 81, C, carries 0.20; number 82, N, carries -0.70; number 83, C, carries -0.04; number 84, N, carries -0.76; number 85, C, carries -1.50; number 86, As, carries 1.50; number 87, C, carries -1.18; number 88, C, carries -1.06; number 89, H, carries 0.67; number 90, H, carries 0.30; number 91, H, carries 0.29; number 92, H, carries 0.41; number 93, H, carries 0.25; number 94, H, carries 0.34; number 95, H, carries 0.47; number 96, H, carries 0.04; number 97, H, carries 0.31